(1)
82
Properties=species:S:1:pos:R:3 method="wB97M-V/def2-TZVPD" charge=+1 multiplicity=2 s_squared=0.824 homo_energy_ev="-10.12 / -10.12" homo_lumo_gap_ev="5.31 / 5.95"
C 2.34642 0.07446 0.81195
C 2.21379 -0.69168 -0.38569
C 1.67743 0.16970 -1.40079
H 2.54736 -1.71758 -0.51720
C 1.48201 1.46666 -0.81849
C 1.90674 1.40346 0.54218
H 1.14511 2.36198 -1.33958
C -1.35331 -1.69116 1.33164
C -0.16523 -2.30171 0.82193
C -0.19732 -2.18807 -0.61067
H 0.56533 -2.85062 1.40993
C -1.40245 -1.48577 -0.97930
C -2.09002 -1.16660 0.23643
H 1.55205 -0.07623 -2.45208
H 1.99409 2.25784 1.21304
H 2.82474 -0.26529 1.72914
H -3.08192 -0.71724 0.27438
H 0.50453 -2.62979 -1.31454
H -1.71543 -1.77176 2.35556
V 0.13031 -0.14162 0.19376
C -1.94545 -1.25538 -2.37889
C -3.45811 -1.51354 -2.38474
C -1.27414 -2.19647 -3.38718
H -3.65010 -2.55499 -2.09585
H -3.84631 -1.33944 -3.39252
H -3.97899 -0.84542 -1.69058
H -1.41248 -3.23694 -3.06460
H -0.19893 -1.99493 -3.49459
H -1.75186 -2.06848 -4.36605
C -1.63007 0.21533 -2.76416
C -2.17775 0.68692 -4.11398
H -0.53373 0.34626 -2.78760
H -2.01652 0.91139 -1.99383
O -3.08746 0.13336 -4.73406
N -1.59008 1.80690 -4.64120
C -0.42126 2.53537 -4.15641
H -2.07130 2.17434 -5.45442
C 0.90281 1.93398 -4.59602
C 2.08989 2.57593 -4.22624
H 2.02105 3.51136 -3.66570
C 3.32925 2.02366 -4.55445
H 4.24422 2.51926 -4.22442
C 3.39240 0.84224 -5.30366
H 4.35992 0.41710 -5.57397
C 2.21179 0.21217 -5.70713
H 2.23924 -0.70773 -6.29503
C 0.96801 0.75937 -5.35554
H 0.04468 0.27512 -5.68185
H -0.44814 2.59337 -3.05400
H -0.49722 3.56841 -4.52510
C 4.02217 1.26191 4.71880
C 2.99110 0.18983 4.48626
C 3.43520 -1.09277 4.16415
C 2.53376 -2.12581 3.90661
C 1.17557 -1.86614 3.99437
C 0.71114 -0.58346 4.34610
N -0.66320 -0.46112 4.48474
C -1.49747 0.67090 4.64551
C -2.14092 0.84721 5.87747
C -2.98519 1.93266 6.09181
C -3.21741 2.85719 5.06493
C -2.63369 2.66177 3.81326
C -1.79542 1.57178 3.59658
C -1.28209 1.32690 2.20639
O -2.02826 1.55998 1.21786
O -0.09520 0.82233 2.10995
C 1.61923 0.47211 4.58827
C 1.14256 1.84354 4.92799
H 3.92891 2.08867 3.99983
H 3.95697 1.68055 5.73241
H 5.02127 0.82856 4.59877
H 4.51200 -1.26755 4.11487
H 2.88624 -3.12312 3.64580
H 0.43229 -2.64128 3.78823
H -1.15536 -1.34683 4.56708
H -1.94431 0.11170 6.65983
H -3.45933 2.05272 7.06585
H -3.85980 3.72340 5.23333
H -2.80322 3.33966 2.97562
H 0.55080 2.26467 4.10498
H 0.53271 1.86671 5.83945
H 1.99326 2.51062 5.07899



(2)
82
Properties=species:S:1:pos:R:3 method="wB97M-V/def2-TZVPD" charge=+1 homo_energy_ev=-9.82 homo_lumo_gap_ev=6.76 e_above_lowest_kj_mol=62.0
C 2.07797 0.23361 0.67033
C 2.44603 -0.56109 -0.44854
C 2.06535 0.11609 -1.62815
H 3.03547 -1.47676 -0.40028
C 1.45367 1.33999 -1.25278
C 1.48737 1.44377 0.18959
H 1.27514 2.18029 -1.92614
C -1.10672 -2.64540 0.69546
C 0.20114 -2.70838 0.15831
C 0.13748 -2.31454 -1.21542
H 1.06820 -3.16723 0.65788
C -1.21363 -1.95251 -1.52135
C -1.98391 -2.10665 -0.30125
H 2.33658 -0.16499 -2.64372
H 1.32096 2.36290 0.77059
H 2.42763 0.06676 1.69249
H -3.06807 -1.93653 -0.21946
H 0.91846 -2.48230 -1.95885
H -1.39086 -3.02549 1.68535
Zr -0.43631 -0.04826 -0.16512
C -1.69503 -1.61194 -2.93518
C -3.20195 -1.25447 -2.95236
C -1.43649 -2.74506 -3.94034
H -3.83587 -2.13838 -2.75278
H -3.47950 -0.88661 -3.94956
H -3.48049 -0.47593 -2.22727
H -1.98386 -3.66697 -3.71357
H -0.36930 -2.99461 -4.00217
H -1.74644 -2.44597 -4.95400
C -0.78035 -0.45289 -3.44593
C -1.17920 0.89347 -2.94535
H -0.76906 -0.45790 -4.54507
H 0.27657 -0.60641 -3.16559
O -1.15584 1.06228 -1.64682
N -1.64761 1.87161 -3.70979
C -0.92781 2.48802 -4.86154
H -2.46585 2.36252 -3.34449
C 0.33446 1.76448 -5.21186
C 1.55395 2.28181 -4.79489
H 1.59112 3.29447 -4.37624
C 2.70717 1.50269 -4.93101
H 3.67666 1.92749 -4.66524
C 2.63142 0.20065 -5.42819
H 3.51675 -0.44010 -5.46205
C 1.40642 -0.29245 -5.88764
H 1.30271 -1.33001 -6.21623
C 0.29758 0.56011 -5.94467
H -0.62000 0.26262 -6.47579
H -0.72897 3.53920 -4.60016
H -1.64199 2.48255 -5.67933
C 3.69496 0.93811 4.31901
C 2.65241 -0.15214 4.25143
C 3.03525 -1.42955 3.82402
C 2.12219 -2.48486 3.74244
C 0.81115 -2.26001 4.11743
C 0.39904 -0.97460 4.48327
N -0.95911 -0.82544 4.74388
C -1.80221 0.27519 4.58630
C -2.61854 0.68809 5.64075
C -3.34940 1.86863 5.57254
C -3.35769 2.63691 4.40735
C -2.62186 2.21468 3.31767
C -1.90237 1.02947 3.39132
C -1.43443 0.56982 2.12204
O -1.91245 1.07381 1.02672
O -0.47150 -0.27528 1.99228
C 1.31474 0.08673 4.60860
C 0.88155 1.41570 5.12377
H 3.46893 1.78540 3.65447
H 3.79675 1.34273 5.33458
H 4.66824 0.52653 4.02629
H 4.07904 -1.60938 3.54932
H 2.42531 -3.46971 3.38395
H 0.06356 -3.05099 4.08703
H -1.41577 -1.62854 5.16139
H -2.60095 0.09320 6.55198
H -3.91260 2.18809 6.44800
H -3.94408 3.54827 4.31764
H -2.65300 2.72617 2.35968
H 0.33836 1.99009 4.36140
H 0.23743 1.32703 6.00643
H 1.76590 1.98830 5.41325



(3)
90
Properties=species:S:1:pos:R:3 method="wB97M-V/def2-TZVPD" charge=-2 homo_energy_ev=-1.78 homo_lumo_gap_ev=5.27
Na -0.07164 0.30074 -0.15865
O -3.25462 -4.62602 4.63134
C -4.17040 -3.69399 4.22846
O -5.27103 -3.72266 4.72414
C -3.70762 -2.72788 3.22089
C -4.39059 -1.51819 3.07995
C -3.97482 -0.55490 2.18755
C -2.84324 -0.75975 1.35375
C -2.19453 -2.01532 1.47374
C -2.60162 -2.95427 2.38471
N -2.32710 0.14452 0.49000
C -3.08622 1.18165 0.08149
C -2.60095 2.29742 -0.52906
C -3.42888 3.22999 -1.26092
C -2.91515 3.87588 -2.32679
C -1.55230 3.57135 -2.73772
C -0.72893 2.92339 -1.90376
N -1.18089 2.54941 -0.61566
H -2.39471 -4.38751 4.26487
H -5.24704 -1.33982 3.71902
H -4.49792 0.39198 2.15116
H -1.35419 -2.21102 0.81816
H -2.06940 -3.90122 2.41355
H -4.17682 1.12706 0.16629
H -4.47186 3.34345 -0.98094
H -3.51420 4.56422 -2.90970
H -1.20864 3.83227 -3.73047
H 0.29805 2.66289 -2.14781
C -3.07540 -0.09152 -3.10792
P -1.40969 -0.56483 -2.48081
C -0.44492 -0.22416 -4.01940
C -1.46701 -2.40823 -2.61630
C -2.51905 -3.10353 -3.21187
C -2.48474 -4.48382 -3.33873
C -1.38807 -5.19677 -2.87594
C -0.34395 -4.52001 -2.26553
C -0.37211 -3.13573 -2.11380
P 0.93640 -2.20279 -1.19894
C 2.39232 -2.45505 -2.28657
C 1.34588 -3.44155 0.11468
H -3.26080 -0.45200 -4.12291
H -3.11994 0.99891 -3.10228
H -3.85206 -0.45948 -2.43462
H -0.71308 -0.90517 -4.83116
H 0.62583 -0.27105 -3.81283
H -0.65755 0.80437 -4.31815
H -3.38231 -2.56483 -3.58084
H -3.31518 -5.00386 -3.80212
H -1.35317 -6.27495 -2.97930
H 0.50175 -5.08214 -1.88451
H 2.50745 -3.51013 -2.54763
H 3.27304 -2.09746 -1.75031
H 2.30852 -1.83987 -3.18145
H 1.97627 -4.25241 -0.25859
H 0.42882 -3.85858 0.53342
H 1.85027 -2.92060 0.92782
S 2.86851 1.20165 -3.32137
C 3.25200 1.72416 -1.74878
S 2.39499 1.16772 -0.34673
C 4.31312 2.64928 -1.54940
C 4.52812 3.32516 -0.32248
N 4.72504 3.93422 0.64459
C 5.21631 3.00702 -2.58748
N 6.00420 3.28586 -3.38756
S 0.85440 -0.76195 2.77234
C 2.41716 -0.11288 2.92119
N 3.49748 -0.92378 2.91105
C 4.87680 -0.44439 2.81593
C 4.88935 0.95320 2.23465
C 3.94046 1.82467 3.03203
N 2.62146 1.19553 3.09744
H 3.28971 -1.83999 2.55402
H 5.43045 -1.13387 2.17818
H 5.33270 -0.46381 3.81318
H 4.52064 0.90404 1.20919
H 5.89278 1.37775 2.22414
H 3.83155 2.79662 2.55370
H 4.31436 1.97398 4.05268
H 1.81141 1.76403 2.89210
C 0.84570 4.12232 2.73491
C 1.24837 4.45917 1.44779
C 0.57096 3.96593 0.34711
C -0.50751 3.09135 0.50627
C -0.90027 2.74046 1.79995
C -0.23352 3.26428 2.89859
H 1.37151 4.51909 3.59575
H 2.11315 5.09031 1.29045
H 0.89855 4.24728 -0.64381
H -1.71958 2.05360 1.94824
H -0.56060 2.97555 3.89118



(4)
94
Properties=species:S:1:pos:R:3 method="wB97M-V/def2-TZVPD" multiplicity=4 s_squared=3.766 homo_energy_ev="-6.61 / -7.60" homo_lumo_gap_ev="6.60 / 7.59" e_above_lowest_kj_mol=0.0
V 0.80208 1.29995 -0.49259
O 0.94263 5.39152 -0.13333
C 0.67166 4.21062 -0.29743
N 1.04352 3.13941 0.42572
C 2.07776 3.25020 1.31697
O 3.19020 3.67415 1.06142
C 1.74855 2.74232 2.69419
C 2.35959 3.32885 3.80319
C 2.04597 2.83581 5.05768
C 1.15413 1.77759 5.15582
C 0.60712 1.26185 3.99021
N 0.88517 1.73160 2.78225
C -0.28408 3.82976 -1.40546
C -1.00240 4.80267 -2.08195
C -1.88454 4.40393 -3.07328
C -2.02527 3.04650 -3.33744
C -1.26913 2.14666 -2.60709
N -0.40813 2.52752 -1.67063
H 3.06059 4.13684 3.65799
H 2.48870 3.26739 5.94511
H 0.87872 1.36346 6.11470
H -0.09213 0.43280 4.02638
H -0.84450 5.83546 -1.80955
H -2.45658 5.13357 -3.62712
H -2.70856 2.68359 -4.09225
H -1.36171 1.07670 -2.75591
Br 1.29422 4.49022 -8.15220
C 0.44789 2.90192 -7.57394
C -0.28618 2.18221 -8.51024
C -0.92787 1.01396 -8.14332
C -0.83830 0.56136 -6.83596
C -0.10933 1.27858 -5.90501
C 0.54174 2.45356 -6.26110
I 1.60082 3.48894 -4.79005
H -0.34926 2.54919 -9.52387
H -1.49571 0.46162 -8.87871
H -1.34015 -0.34874 -6.53687
H -0.03762 0.92957 -4.88720
N 0.88043 -2.04488 -3.26387
C 1.86429 -1.26344 -3.80790
C 1.92660 -0.14914 -3.02785
N 0.99915 -0.23701 -2.01228
C 0.38846 -1.38981 -2.18545
H 0.57942 -2.94569 -3.59129
H 2.41120 -1.55693 -4.68357
H 2.56471 0.71110 -3.13600
H -0.39049 -1.77429 -1.55083
C -6.30782 -3.25931 3.24284
C -4.77849 -3.26833 3.24749
C -4.31646 -4.63963 2.73504
C -4.29997 -3.08293 4.69347
C -4.18441 -2.16274 2.37929
C -4.97592 -1.20766 1.74715
C -4.44060 -0.18693 0.96464
C -3.07121 -0.14661 0.83003
O -2.28580 0.71557 0.13581
B -0.94035 0.33594 0.33774
O -0.96130 -0.82018 1.16965
C -2.26161 -1.08912 1.46197
C -2.79232 -2.09907 2.23389
H -6.67843 -4.08626 3.84789
H -6.70593 -3.37763 2.23619
H -6.70538 -2.33762 3.66480
H -4.74722 -5.43457 3.34513
H -3.23373 -4.74099 2.77457
H -4.63163 -4.79126 1.70300
H -4.70593 -3.86861 5.33130
H -4.62462 -2.11932 5.08509
H -3.21404 -3.12317 4.75897
H -6.04779 -1.24334 1.85838
H -5.07441 0.54554 0.48736
H -2.13732 -2.81183 2.71385
C 5.51122 -1.47436 1.36235
N 4.76957 -0.82051 2.42972
C 3.89580 -1.80321 3.05992
N 3.00261 -2.49172 2.13334
C 3.80672 -3.08629 1.07469
N 4.66957 -2.14173 0.37418
C 3.88683 -1.17541 -0.38930
P 2.73884 -0.15474 0.66351
C 4.00834 0.32066 1.93432
C 1.99997 -1.58116 1.58590
H 6.15931 -2.23270 1.81344
H 6.13844 -0.73600 0.85866
H 3.29742 -1.30524 3.82748
H 4.52857 -2.55635 3.54189
H 3.14338 -3.56817 0.35150
H 4.44795 -3.85158 1.52290
H 3.29268 -1.71505 -1.14080
H 4.56888 -0.51592 -0.93744
H 3.51892 0.80893 2.77499
H 4.69183 1.05702 1.49522
H 1.33667 -2.12967 0.90982
H 1.36581 -1.18976 2.37810



(5)
84
Properties=species:S:1:pos:R:3 method="wB97M-V/def2-TZVPD" homo_energy_ev=-4.02 homo_lumo_gap_ev=2.31 e_above_lowest_kj_mol=533.9
C -1.68359 -8.04694 3.54232
O -2.25759 -6.75392 3.85465
C -1.68960 -5.62509 3.35623
C -2.17198 -4.39513 3.84787
C -1.49873 -3.24057 3.55595
N -0.43351 -3.23388 2.71842
C 0.37493 -1.96689 2.63124
C 0.26613 -1.18387 1.34525
C -0.95484 -0.78791 0.82331
C -1.51380 -0.92376 -0.51396
C -0.74444 -1.00652 -1.70796
C -1.33253 -0.95978 -2.95524
C -2.74597 -0.92676 -3.08107
O -3.27016 -0.71512 -4.31917
C -4.70232 -0.78243 -4.49189
C -3.53527 -1.05123 -1.91140
C -2.92672 -1.03681 -0.67132
C 1.54308 -0.67086 0.82231
C 2.66575 -0.42478 1.81114
O 1.73892 -0.49475 -0.38477
C 0.02958 -4.39949 2.19765
C -0.58479 -5.60756 2.47523
H -2.33166 -8.76068 4.04710
H -1.67643 -8.24413 2.46579
H -0.65903 -8.12623 3.91945
H -3.03921 -4.35909 4.50081
H -1.75851 -2.26526 3.98408
H 0.04605 -1.34721 3.47720
H 1.41927 -2.25568 2.81442
H -1.71271 -0.57720 1.59167
H 0.33740 -1.08513 -1.65643
H -0.73601 -0.91337 -3.86601
H -4.87417 -0.48205 -5.52224
H -5.04987 -1.80862 -4.33387
H -5.22582 -0.11008 -3.80353
H -4.62583 -1.10847 -1.98096
H -3.56052 -1.10259 0.21783
H 3.10534 -1.39072 2.12731
H 3.46619 0.14989 1.32622
H 2.27077 0.13422 2.67995
H 0.90437 -4.34311 1.54926
H -0.18617 -6.52247 2.05378
C -2.99652 4.48645 1.27125
C -2.61731 3.87362 -0.06111
C -3.16332 2.46576 -0.27228
C -3.11787 4.80644 -1.15470
O -1.13416 3.82170 -0.17182
C -0.44754 2.95856 0.62750
C 0.50865 2.14840 -0.17098
N 1.74985 2.45042 -0.02805
C 2.85375 2.28745 -0.73353
C 4.11249 2.55318 -0.04567
C 5.38471 2.25210 -0.58281
C 6.50546 2.24706 0.25137
C 6.40835 2.77163 1.54696
C 5.17724 3.22647 2.03963
C 4.03979 3.12924 1.23456
C 2.77739 1.71978 -2.08957
C 3.51356 0.55647 -2.38705
C 3.17496 -0.21684 -3.49340
C 2.16578 0.22604 -4.36022
C 1.55574 1.47244 -4.15910
C 1.85839 2.22538 -3.02543
O -0.55210 2.87258 1.83592
H -2.69487 5.54080 1.27659
H -4.08856 4.46445 1.40765
H -2.50046 3.96871 2.09768
H -2.77212 2.08215 -1.22369
H -2.83888 1.82188 0.55606
H -4.26033 2.38050 -0.32810
H -2.75601 4.51147 -2.14556
H -4.21769 4.81663 -1.16732
H -2.79396 5.83624 -0.96574
H 0.10228 1.46228 -0.93175
H 5.48295 2.03453 -1.65225
H 7.45305 1.84112 -0.10645
H 7.30003 2.83858 2.17534
H 5.09990 3.65193 3.03889
H 3.07579 3.51042 1.57735
H 4.29043 0.22175 -1.69044
H 3.65968 -1.18460 -3.64176
H 1.83224 -0.41474 -5.17755
H 0.79906 1.83626 -4.85767
H 1.38418 3.19735 -2.84940



no.,largest force on an atom (eV/Å)
1,3.20
2,4.89
3,0.72
4,0.82
5,2.85